Below is a 6-piece molecular cluster, C20H25N7O overall, with properties calculated with ωB97M-V/def2-TZVPD.

## Properties
E_LUMO (eV): 0.259
E (Eh): -1235.59039
Frontier orbital gap (eV): 8.9595
ΔE to the lowest compared entry with this formula, charge and spin (kcal/mol): 0.0
Net charge: 0
M (g mol⁻¹): 379.47
2S+1: 1

Bonds (Å) are listed after each position.
Geometry (Å):
1 O 1.520 4.721 4.110  C21 1.423, H52 0.961
2 N 3.075 -0.702 0.503  C20 1.365, C24 1.303
3 N -0.255 -1.390 -3.346  C13 1.148
4 N 3.044 0.573 -3.817  C11 1.146
5 N -3.063 -6.139 -6.462  C26 1.147
6 N -4.658 -3.854 -1.451  C12 1.148
7 N 1.151 1.344 0.152  C10 1.302, C22 1.367
8 N 0.310 1.479 8.127  C17 1.147
9 C -2.159 -1.495 -1.576  C13 1.454, H32 1.089, H37 1.088, H51 1.087
10 C 1.593 0.613 -0.831  N7 1.302, C24 1.426, H29 1.084
11 C 2.355 1.019 -4.618  N4 1.146, C27 1.454
12 C -4.486 -4.229 -2.522  N6 1.148, C18 1.456
13 C -1.091 -1.440 -2.561  N3 1.148, C9 1.454
14 C 1.258 1.820 2.499  C15 1.368, C22 1.404, H50 1.084
15 C 1.766 1.570 3.744  C14 1.368, C19 1.419, C25 1.505
16 C 3.138 -0.210 2.846  C19 1.358, C20 1.408, H45 1.082
17 C -0.262 2.470 8.209  N8 1.147, C23 1.455
18 C -4.265 -4.713 -3.877  C12 1.456, H35 1.088, H48 1.088, H49 1.087
19 C 2.716 0.529 3.904  C15 1.419, C16 1.358, H46 1.084
20 C 2.634 0.047 1.556  N2 1.365, C16 1.408, C22 1.415
21 C 2.132 3.738 4.938  O1 1.423, C25 1.529, H36 1.094, H40 1.090
22 C 1.677 1.075 1.384  N7 1.367, C14 1.404, C20 1.415
23 C -0.982 3.732 8.295  C17 1.455, H30 1.088, H39 1.088, H41 1.089
24 C 2.566 -0.415 -0.662  N2 1.303, C10 1.426, H53 1.083
25 C 1.371 2.413 4.928  C15 1.505, C21 1.529, H31 1.091, H44 1.090
26 C -2.908 -5.276 -7.201  N5 1.147, C28 1.455
27 C 1.450 1.561 -5.619  C11 1.454, H42 1.088, H43 1.088, H47 1.088
28 C -2.696 -4.181 -8.136  C26 1.455, H33 1.089, H34 1.088, H38 1.088
29 H 1.189 0.790 -1.821  C10 1.084
30 H -1.997 3.611 7.921  C23 1.088
31 H 0.300 2.621 4.900  C25 1.091
32 H -2.494 -0.491 -1.323  C9 1.089
33 H -3.339 -3.339 -7.886  C28 1.089
34 H -1.659 -3.852 -8.098  C28 1.088
35 H -5.212 -4.857 -4.392  C18 1.088
36 H 3.154 3.554 4.593  C21 1.094
37 H -1.820 -1.982 -0.664  C9 1.088
38 H -2.923 -4.504 -9.151  C28 1.088
39 H -1.029 4.070 9.328  C23 1.088
40 H 2.199 4.145 5.947  C21 1.090
41 H -0.481 4.492 7.699  C23 1.089
42 H 0.815 0.768 -6.010  C27 1.088
43 H 0.818 2.328 -5.177  C27 1.088
44 H 1.565 1.865 5.850  C25 1.090
45 H 3.861 -1.008 2.954  C16 1.082
46 H 3.104 0.330 4.897  C19 1.084
47 H 2.013 2.001 -6.440  C27 1.088
48 H -3.666 -3.999 -4.440  C18 1.088
49 H -3.734 -5.661 -3.870  C18 1.087
50 H 0.511 2.593 2.360  C14 1.084
51 H -3.007 -2.058 -1.959  C9 1.087
52 H 1.905 4.655 3.231  O1 0.961
53 H 2.900 -0.977 -1.526  C24 1.083

Results of the Mulliken charge analysis, in e, for atoms 1 through 6: number 1, O, carries -0.56; number 2, N, carries -0.65; number 3, N, carries -0.42; number 4, N, carries -0.39; number 5, N, carries -0.40; number 6, N, carries -0.43